# 1
{"formula": "C2H4ClNO", "method": "the ωB97M-V functional and the def2-TZVPD basis", "homo_lumo_gap_ev": 10.018, "smiles": "O=CCNCl", "relative_energy_kj_mol": 257.2, "homo_energy_ev": -9.32, "total_energy_ev": -18196.422, "elements": ["O", "C", "C", "N", "Cl", "H", "H", "H", "H"], "xyz": [[-1.007963, 1.675710, 0.540885], [-1.205588, 0.490933, 0.569822], [-0.096999, -0.602508, -0.118768], [1.045579, 0.035665, -0.825250], [2.526846, 0.043421, 0.109684], [-2.032749, -0.189952, 0.843480], [0.421210, -1.169859, 0.576917], [-0.652315, -1.310141, -0.774035], [1.001980, 1.026731, -0.922736]], "atomic_forces_ev_per_a": [[-0.90, -1.33, 0.48], [3.16, -1.97, -2.21], [-0.69, 3.03, -0.82], [-0.07, -0.61, -0.11], [-0.08, -0.47, 0.22], [-0.69, 1.21, 0.64], [0.17, -1.31, 1.98], [0.24, 0.70, 0.14], [-1.13, 0.75, -0.32]], "nbo_charge": [-0.50, 0.45, -0.35, -0.58, 0.05, 0.13, 0.22, 0.21, 0.38]}



# 2
{"formula": "BrHIN", "method": "the ωB97M-V functional and the def2-TZVPD basis", "homo_lumo_gap_ev": 7.955, "relative_energy_kj_mol": 193.2, "homo_energy_ev": -9.14, "total_energy_ev": -79645.587, "elements": ["N", "Br", "I", "H"], "xyz": [[0.069622, 0.018094, -0.463371], [0.088317, 1.764815, 0.158382], [-1.453560, -1.161969, 0.137288], [1.295622, -0.620940, 0.167702]], "atomic_forces_ev_per_a": [[4.95, -2.33, 1.20], [-0.17, 0.39, 0.39], [-0.62, -0.26, 0.42], [-4.17, 2.20, -2.01]], "nbo_charge": [-0.94, 0.22, 0.34, 0.38]}



# 3
{"formula": "C6H15NO", "method": "the ωB97M-V functional and the def2-TZVPD basis", "homo_lumo_gap_ev": 9.314, "smiles": "CCN[C@@H](C)CCO", "relative_energy_kj_mol": 245.6, "homo_energy_ev": -8.33, "total_energy_ev": -10001.212, "elements": ["C", "C", "N", "C", "C", "C", "C", "O", "H", "H", "H", "H", "H", "H", "H", "H", "H", "H", "H", "H", "H", "H", "H"], "xyz": [[-1.939599, 2.373165, -0.735030], [-1.068368, 1.756729, 0.358545], [-0.259130, 0.621270, -0.290293], [-0.103064, -0.694231, 0.385116], [-1.141645, -1.719220, -0.035582], [1.244911, -1.177824, -0.280262], [2.360095, -0.426884, 0.500690], [3.672267, -0.956357, 0.185334], [-2.297078, 3.350134, -0.328446], [-2.944640, 1.828004, -0.905697], [-1.435417, 2.475411, -1.660497], [-1.569162, 1.361655, 1.284959], [-0.300661, 2.469231, 0.679344], [-0.488791, 0.510486, -1.266792], [-0.085804, -0.531057, 1.469956], [-0.950903, -2.695749, 0.474320], [-2.146956, -1.468861, 0.174447], [-1.134177, -2.011869, -1.112763], [1.234210, -2.252941, -0.062841], [1.330221, -1.089017, -1.374677], [2.279184, -0.542631, 1.695756], [2.276867, 0.674977, 0.375437], [3.467640, -1.854421, 0.468975]], "atomic_forces_ev_per_a": [[-3.04, 0.09, 2.34], [1.27, -2.13, -0.96], [-0.99, 1.06, 1.63], [0.37, 0.81, -3.53], [0.32, -1.83, -0.07], [0.00, 0.08, 3.00], [0.24, -0.14, 1.82], [-1.19, 0.31, 0.15], [0.43, -0.33, -0.73], [1.76, 0.37, 0.18], [0.60, 0.27, -0.79], [-0.01, 0.51, -1.03], [-0.36, 0.16, 0.11], [-0.22, -0.11, 0.07], [0.36, -0.25, -0.33], [-0.11, 0.66, -0.11], [-1.14, 0.56, 0.44], [0.38, 0.67, 0.54], [0.75, -0.07, -0.01], [-0.36, 0.48, 0.50], [-0.43, -0.01, -2.46], [0.39, -0.84, -0.48], [0.98, -0.30, -0.28]], "nbo_charge": [-0.62, -0.21, -0.67, -0.05, -0.63, -0.43, -0.07, -0.71, 0.21, 0.21, 0.21, 0.19, 0.18, 0.36, 0.20, 0.20, 0.21, 0.21, 0.19, 0.22, 0.14, 0.20, 0.45]}



# 4
{"formula": "C3H8N2O2", "method": "the ωB97M-V functional and the def2-TZVPD basis", "homo_lumo_gap_ev": 10.023, "smiles": "NC(=O)[C@@H](N)CO", "relative_energy_kj_mol": 147.0, "homo_energy_ev": -9.46, "total_energy_ev": -10315.429, "elements": ["N", "C", "O", "C", "N", "C", "O", "H", "H", "H", "H", "H", "H", "H", "H"], "xyz": [[-0.149026, 2.311424, 0.172140], [0.486842, 1.228033, -0.401479], [1.204375, 1.481523, -1.410479], [0.258306, -0.099042, 0.254905], [-1.156242, -0.196715, 0.679718], [0.637172, -1.294239, -0.675382], [0.472622, -2.580792, -0.012054], [-0.118130, 3.292313, -0.216319], [-0.867795, 2.175305, 0.884099], [0.971546, -0.147782, 1.200228], [-1.761232, -0.561917, 0.008703], [-1.312627, -0.534304, 1.628249], [1.790357, -1.273113, -0.798016], [0.054350, -1.086923, -1.570008], [-0.510511, -2.713773, 0.255693]], "atomic_forces_ev_per_a": [[-0.70, 0.79, 0.46], [1.28, 3.70, -2.76], [-1.34, -1.79, 2.36], [0.60, -1.58, 1.84], [1.78, 0.93, 1.93], [2.25, 0.28, 1.82], [-2.73, 0.78, -0.11], [0.40, -2.15, 0.28], [0.49, -0.21, -0.50], [-1.59, 0.16, -1.74], [-1.05, -0.73, -1.08], [0.09, -0.08, -0.71], [-2.14, 0.20, -0.53], [0.20, -0.84, -0.50], [2.47, 0.53, -0.75]], "nbo_charge": [-0.83, 0.64, -0.62, -0.17, -0.87, -0.07, -0.72, 0.41, 0.40, 0.23, 0.37, 0.38, 0.21, 0.18, 0.46]}



# 5
{"formula": "ClHNO2S2", "method": "the ωB97M-V functional and the def2-TZVPD basis", "homo_lumo_gap_ev": [6.932, 6.931], "charge": -1, "relative_energy_kj_mol": 37.4, "homo_energy_ev": [-3.31, -3.31], "total_energy_ev": -39795.157, "elements": ["N", "O", "O", "S", "S", "Cl", "H"], "xyz": [[0.633175, -0.420576, 0.201210], [2.100603, 1.287395, -1.377200], [3.023363, 1.655039, 0.847230], [0.067454, -1.421436, 1.156752], [2.757112, 0.729745, -0.231271], [0.799231, -3.446442, 0.703313], [0.313233, -0.283540, -0.814688]], "atomic_forces_ev_per_a": [[2.37, 3.29, -3.91], [-0.31, 0.55, -1.10], [-0.07, 0.06, 0.22], [-1.90, -1.87, 2.18], [-0.36, -0.94, 0.86], [0.25, -0.60, -0.11], [0.02, -0.49, 1.87]], "nbo_charge": [-1.11, -0.95, -0.94, 0.49, 1.65, -0.49, 0.35]}



# 6
{"formula": "C20H43N9O4S3V", "method": "the ωB97M-V functional and the def2-TZVPD basis", "homo_lumo_gap_ev": [7.069, 6.383], "charge": 2, "relative_energy_kj_mol": 66.5, "s2": 0.900, "spin_multiplicity": 2, "homo_energy_ev": [-12.97, -12.46], "total_energy_ev": -101216.383, "elements": ["V", "N", "C", "C", "N", "C", "C", "N", "C", "C", "N", "H", "H", "H", "H", "H", "H", "H", "H", "H", "H", "H", "H", "H", "H", "H", "H", "H", "H", "C", "C", "S", "O", "O", "C", "C", "N", "C", "N", "C", "C", "N", "O", "O", "C", "H", "H", "H", "H", "H", "H", "H", "H", "H", "H", "H", "H", "H", "S", "C", "C", "N", "C", "C", "S", "N", "C", "C", "H", "H", "H", "H", "H", "H", "H", "H", "H", "H", "H", "H"], "xyz": [[0.131044, -0.608932, 0.088899], [-1.166820, 0.283729, -1.361804], [-1.931970, -0.910249, -1.784978], [-2.686321, -1.529161, -0.599398], [-1.951456, -1.323761, 0.673833], [-1.781118, -2.575981, 1.447151], [-0.485815, -3.268090, 1.052477], [0.634523, -2.315549, 1.254774], [-2.593251, -0.275414, 1.498612], [-1.585270, 0.353776, 2.446378], [-0.407677, 0.750486, 1.649682], [-1.782259, 1.046877, -1.094094], [-0.651656, 0.634269, -2.167091], [-1.212232, -1.624694, -2.187784], [-2.641199, -0.687627, -2.584042], [-2.816575, -2.592686, -0.798163], [-3.687521, -1.100247, -0.521529], [-2.626792, -3.254463, 1.311844], [-1.733106, -2.338751, 2.511309], [-0.513687, -3.532806, -0.007039], [-0.368179, -4.185949, 1.631615], [1.505120, -2.718754, 0.919341], [0.765536, -2.149401, 2.249379], [-3.450662, -0.673596, 2.049242], [-2.959925, 0.509521, 0.835161], [-1.267356, -0.340935, 3.224066], [-2.049808, 1.206785, 2.943631], [0.368849, 0.992359, 2.257721], [-0.600195, 1.607088, 1.117307], [0.138350, -3.682186, -8.632018], [-0.233179, -2.396286, -7.905628], [0.303208, -2.467440, -6.195269], [-0.227456, -1.354964, -5.431984], [0.032438, -3.789507, -5.679063], [2.102669, -2.257466, -6.284422], [2.815977, -2.524475, -4.947415], [2.283310, -1.764029, -3.809434], [1.642916, -2.259402, -2.728666], [1.244107, -1.276806, -1.920683], [1.671846, -0.106563, -2.485393], [2.327288, -0.394027, -3.639891], [2.943745, 0.561871, -4.503065], [2.889434, 1.719587, -4.133945], [3.480105, 0.169768, -5.523001], [1.439277, -3.702296, -2.448068], [-0.188240, -3.631301, -9.669058], [-0.339971, -4.535629, -8.157259], [1.215013, -3.850084, -8.633921], [-1.311778, -2.245893, -7.867012], [0.245785, -1.512108, -8.328328], [2.289152, -1.244566, -6.630137], [2.458149, -2.974025, -7.023519], [3.857238, -2.238514, -5.073016], [2.765231, -3.580758, -4.694451], [1.526848, 0.869821, -2.046840], [2.391037, -4.205549, -2.265974], [0.940386, -4.183930, -3.283828], [0.823005, -3.812823, -1.559087], [3.184304, 0.689901, 0.765115], [1.823042, 0.082246, 0.376537], [2.898784, 4.046004, -1.086089], [1.814192, 4.993748, -1.283996], [2.182090, 6.395977, -1.103502], [0.536598, 4.590539, -1.360575], [0.084505, 3.034378, -0.821232], [-0.371967, 5.443411, -1.871887], [-1.801032, 5.218718, -1.729498], [-0.023717, 6.387251, -2.932378], [3.829529, 4.549346, -1.342787], [2.776702, 3.186394, -1.739804], [2.951577, 3.707269, -0.049427], [2.788474, 6.477665, -0.199825], [1.299277, 7.013010, -0.969914], [2.766098, 6.769877, -1.945694], [-2.019257, 4.777312, -0.763836], [-2.177581, 4.559635, -2.516656], [-2.305974, 6.180921, -1.808111], [1.010796, 6.259147, -3.234365], [-0.192426, 7.419045, -2.622165], [-0.654400, 6.179028, -3.798600]], "atomic_forces_ev_per_a": [[-0.43, -0.96, -0.68], [-0.09, -0.14, -0.40], [-0.34, -0.13, 0.01], [0.01, 0.10, -0.31], [0.15, -0.20, 0.19], [0.13, -0.19, 0.00], [-0.25, -0.02, 0.17], [-0.18, -0.45, -0.04], [0.12, 0.16, 0.15], [-0.27, -0.08, -0.12], [-0.08, 0.28, -0.09], [0.07, 0.13, -0.03], [-0.09, 0.20, 0.05], [-0.02, 0.02, -0.04], [0.08, 0.02, -0.04], [0.00, -0.02, 0.08], [0.02, -0.02, 0.09], [-0.03, 0.06, 0.00], [-0.04, 0.06, -0.01], [0.00, -0.04, 0.04], [0.06, -0.01, -0.07], [0.08, 0.04, 0.09], [0.11, 0.02, 0.00], [-0.03, 0.01, -0.06], [-0.06, -0.07, -0.05], [0.02, -0.01, -0.02], [0.07, 0.00, 0.04], [0.02, 0.05, -0.02], [0.08, 0.09, 0.14], [-0.03, -0.01, -0.02], [0.41, -0.12, 0.25], [0.03, -0.05, 0.34], [0.14, 0.13, -0.23], [0.20, -0.11, 0.09], [-0.50, -0.10, 0.19], [-0.19, -0.08, -0.37], [0.19, 0.17, 0.01], [-0.14, 0.05, 0.03], [-0.33, 0.42, 0.47], [0.36, 0.14, -0.46], [-0.51, -0.18, 0.48], [0.15, 0.46, -0.14], [-0.02, -0.27, -0.08], [0.05, 0.05, 0.19], [0.07, 0.01, -0.14], [-0.02, 0.05, 0.01], [0.00, -0.01, -0.02], [0.00, -0.01, -0.05], [0.00, 0.09, 0.12], [-0.12, 0.06, -0.04], [-0.04, -0.07, -0.07], [0.11, 0.00, 0.04], [0.04, -0.11, -0.01], [-0.05, 0.04, 0.06], [-0.04, 0.02, -0.03], [-0.02, 0.00, -0.04], [-0.10, -0.15, -0.13], [0.01, 0.02, -0.06], [0.00, -0.11, -0.06], [1.22, 0.79, 0.57], [0.06, 0.01, 0.06], [-0.05, 0.11, -0.14], [0.09, 0.07, 0.14], [-0.20, 0.07, 0.06], [0.04, -0.19, -0.01], [0.16, 0.00, -0.01], [-0.01, -0.02, -0.03], [-0.05, 0.00, -0.12], [-0.01, -0.01, -0.01], [-0.02, -0.03, 0.01], [-0.01, 0.00, 0.00], [0.02, -0.02, -0.02], [0.05, -0.04, 0.02], [-0.02, 0.02, 0.02], [0.00, 0.00, 0.04], [0.01, 0.00, 0.01], [0.02, -0.01, 0.01], [-0.06, 0.01, -0.02], [0.02, 0.00, -0.02], [-0.03, 0.01, 0.02]], "mulliken_charge": [0.66, -0.31, 0.07, -1.40, 0.85, -1.13, -0.33, -0.19, -0.92, -0.83, -0.17, 0.38, 0.16, -0.08, 0.66, 0.39, 0.40, 0.43, 0.37, -0.03, 0.52, 0.34, 0.29, 0.36, 0.53, 0.41, 0.45, 0.36, -0.07, -1.06, -0.55, 1.28, -0.65, -0.72, -0.84, -1.12, 0.22, 0.73, 0.61, -0.50, -1.05, 1.07, -0.64, -0.66, -1.26, 0.39, 0.31, 0.30, 0.41, 0.37, 0.55, 0.56, 0.35, 0.50, 0.58, 0.47, 0.35, -0.16, -0.12, 0.18, -0.81, 0.11, -1.24, 0.19, -0.44, 0.13, -1.04, -1.17, 0.42, 0.12, 0.26, 0.44, 0.41, 0.37, 0.36, 0.31, 0.36, 0.37, 0.35, 0.41]}